(1)
72
Properties=species:S:1:pos:R:3 method="wB97M-V/def2-TZVPD" charge=+1 e_tot_ha=-1966.90010 e_above_lowest_ev=3.1430 e_homo_ev="-10.4137 / -9.8399"
Tl 1.5061 -1.3783 1.0345
C -1.4163 0.5955 3.4602
C -2.2866 0.0306 2.3970
O -1.7050 -0.7934 1.4862
C -3.6089 0.1437 2.1405
C -3.8609 -0.6758 1.0184
C -5.1204 -0.9833 0.3011
N -2.7245 -1.2256 0.6460
N -2.6135 -2.1026 -0.3679
C -1.4695 -2.7160 -0.6712
O -0.3184 -2.4961 -0.2404
C -1.6379 -3.7523 -1.7437
C -2.8476 -3.9504 -2.4035
C -2.9525 -4.9190 -3.3888
C -1.8535 -5.7015 -3.7178
C -0.6457 -5.5081 -3.0622
C -0.5384 -4.5344 -2.0813
H -1.4407 1.6889 3.4456
H -1.7759 0.2781 4.4388
H -0.3881 0.2542 3.3478
H -4.3315 0.7187 2.6925
H -5.9381 -0.3966 0.7109
H -5.0089 -0.7716 -0.7620
H -5.3481 -2.0458 0.3952
H -3.7011 -3.3405 -2.1430
H -3.8946 -5.0667 -3.9005
H -1.9404 -6.4635 -4.4814
H 0.2117 -6.1186 -3.3139
H 0.3952 -4.3753 -1.5587
C 4.0874 -2.3170 -1.4809
O 3.7708 -1.4262 -0.4272
C 4.1990 -0.1071 -0.7006
C 4.2799 0.6460 0.5996
O 3.0064 0.8034 1.2091
C 2.2090 1.8614 0.7329
H 5.1695 -2.4589 -1.5558
H 3.7115 -1.9464 -2.4406
H 3.6174 -3.2721 -1.2551
H 3.5096 0.3701 -1.4091
H 5.1988 -0.1092 -1.1535
H 4.7680 1.6143 0.4457
H 4.8785 0.0743 1.3066
H 3.5828 3.3863 1.3809
H 0.4812 1.8684 1.8178
H 2.3680 2.0296 -0.3353
O -1.5563 5.8951 3.2617
C -1.0156 4.6910 3.5272
O -1.5907 3.9129 4.2465
C 0.2679 4.3452 2.8766
C 1.1245 3.4345 3.5613
C 2.2242 2.9281 2.9646
C 2.5153 3.1837 1.5228
C 1.6970 4.2848 0.9335
C 0.6255 4.8026 1.5828
N 0.8239 1.5116 0.9347
C -0.1013 1.6307 -0.0889
C 0.0098 0.8562 -1.2787
C -0.8150 1.1163 -2.3898
C -0.7123 0.3155 -3.5031
C 0.1962 -0.7379 -3.4983
C 0.9626 -0.9359 -2.3628
N 0.9006 -0.1633 -1.2824
H -0.9303 6.4578 2.7901
H 0.8673 3.1623 4.5773
H 2.8673 2.2364 3.4927
H 1.9373 4.6175 -0.0693
H 0.0078 5.5358 1.0757
H -0.9719 2.2523 0.0812
H -1.5180 1.9383 -2.3514
H -1.3355 0.4990 -4.3685
H 0.2934 -1.4052 -4.3427
H 1.6427 -1.7767 -2.3056

(2)
73
Properties=species:S:1:pos:R:3 method="wB97M-V/def2-TZVPD" s2=2.011 spin_multiplicity=3 e_tot_ha=-2689.50316 e_homo_ev="-6.1120 / -6.0519"
Pr 6.1571 12.9554 12.4873
C 5.7907 13.8327 16.7046
O 4.8462 12.7995 16.9065
C 5.3394 11.5385 16.6814
C 5.6659 10.7337 17.7280
C 6.1766 9.4342 17.5342
C 6.4284 8.9606 16.2802
C 6.3369 9.8769 15.2192
C 6.8037 9.4726 13.9220
N 6.9634 10.2350 12.8843
N 7.1460 9.4243 11.7001
C 7.5740 10.0125 10.6830
O 7.9639 11.3227 10.7860
C 7.5494 9.2006 9.4461
C 6.4327 8.4280 9.1566
C 6.4176 7.5454 8.1033
C 7.5125 7.3844 7.2791
C 8.6914 8.1075 7.5898
C 8.6928 8.9875 8.6749
C 5.7754 11.1673 15.3740
O 5.5820 12.0024 14.3855
H 6.5648 13.8354 17.4714
H 5.2046 14.7571 16.7207
H 6.3072 13.7640 15.7690
H 5.5531 11.0060 18.7585
H 6.3379 8.7732 18.3713
H 6.7682 7.9267 16.0850
H 6.9516 8.3914 13.7333
H 5.5693 8.4615 9.8095
H 5.5822 6.9127 7.8839
H 7.4549 6.6404 6.4948
H 9.5807 7.9470 7.0502
H 9.5906 9.4873 8.9439
N 5.5830 11.6306 8.0436
C 5.7467 12.3612 9.1707
O 4.9563 12.3549 10.1090
C 7.1096 13.0517 9.2579
C 8.2236 12.0814 9.6089
H 4.7744 11.0505 7.8982
H 6.3421 11.5787 7.4011
H 7.0970 13.8181 10.0059
H 7.3642 13.6135 8.3316
H 9.1168 12.6164 9.7342
H 8.4110 11.4356 8.7073
C 8.9933 20.7258 11.2795
C 8.7664 19.4238 12.0376
C 8.3085 18.3530 11.0775
N 7.0884 17.6318 11.3216
C 6.8764 16.3987 11.9305
S 5.3698 15.6044 11.6088
N 7.8696 15.8823 12.6560
C 7.8862 14.5074 13.0608
O 8.3130 13.6523 12.0692
C 8.5657 14.2735 14.3440
C 8.7266 15.3191 15.2766
C 9.3563 15.1279 16.4783
C 9.8352 13.8448 16.8185
C 9.5646 12.8071 15.9491
C 8.9202 13.0003 14.7237
H 9.5338 21.4451 11.9264
H 8.1296 21.2162 10.8996
H 9.7024 20.5529 10.4591
H 8.1259 19.6087 12.9105
H 9.7392 19.1758 12.4646
H 9.0939 17.5554 10.9374
H 8.1899 18.7653 10.0741
H 6.2479 17.9161 10.8346
H 8.7255 16.3875 12.8008
H 8.4019 16.3436 15.0598
H 9.4646 16.0049 17.1017
H 10.3619 13.6974 17.7706
H 9.9966 11.8015 16.1857
H 8.7701 12.1756 14.0468

(3)
71
Properties=species:S:1:pos:R:3 method="wB97M-V/def2-TZVPD" charge=-1 s2=0.761 spin_multiplicity=2 e_tot_ha=-3590.47680 e_above_lowest_ev=0.1869 e_homo_ev="-4.5625 / -4.6666"
Rh -1.1828 3.0250 -1.1493
O -6.7506 6.8471 -0.4035
C -5.7629 6.1725 -0.5361
S -4.4411 6.5651 -1.6465
C -3.4407 5.1760 -1.2694
C -3.9083 4.3080 -0.3447
S -3.0582 2.8784 0.1232
S -5.4700 4.6715 0.3612
S -1.9423 4.9144 -2.0912
C -0.8072 -6.1859 4.0880
C -0.7523 -4.8288 3.4389
C -0.8216 -4.6843 2.0642
C -0.7557 -3.4348 1.4459
C -0.8588 -3.3839 -0.0547
C -0.5974 -2.2872 2.2338
Te -0.3770 -0.3383 1.3644
N 0.2076 2.1852 -0.0126
C 1.1232 2.4939 -0.8837
O 0.7419 3.0076 -2.0270
C 2.5824 2.3112 -0.6386
C 3.4955 2.5856 -1.6511
C 4.8530 2.4068 -1.4305
C 5.3029 1.9542 -0.1967
C 4.3924 1.6858 0.8174
C 3.0355 1.8644 0.5979
C 1.2159 -0.8984 0.0934
C 1.0662 -0.6414 -1.2672
C 2.0900 -0.9055 -2.1615
C 3.2761 -1.4526 -1.6956
C 3.4238 -1.7214 -0.3453
C 2.4111 -1.4439 0.5724
C 2.6523 -1.7013 2.0332
C -0.5582 -2.4163 3.6326
C -0.4123 -1.2254 4.5452
C -0.6336 -3.6779 4.2087
H -1.0671 -6.9576 3.3634
H -1.5465 -6.2106 4.8904
H 0.1581 -6.4502 4.5258
H -0.9417 -5.5668 1.4432
H -1.3173 -4.2979 -0.4346
H 0.1233 -3.2781 -0.5185
H -1.4555 -2.5300 -0.3801
H 3.1187 2.9349 -2.6036
H 5.5624 2.6195 -2.2212
H 6.3632 1.8122 -0.0246
H 4.7419 1.3320 1.7802
H 2.3061 1.6666 1.3746
H 0.1463 -0.1987 -1.6238
H 1.9639 -0.6716 -3.2115
H 4.0911 -1.6562 -2.3794
H 4.3593 -2.1318 0.0188
H 3.6998 -1.9470 2.2105
H 2.0375 -2.5241 2.4041
H 2.3920 -0.8194 2.6243
H -1.0740 -0.4057 4.2687
H 0.6062 -0.8303 4.5088
H -0.6347 -1.5079 5.5748
H -0.6029 -3.7635 5.2910
C -3.8017 2.4960 -3.5368
Si -2.2361 1.7752 -2.8035
C -2.6639 0.1000 -2.0717
C -0.9582 1.5403 -4.1570
H -4.2756 1.7490 -4.1819
H -3.5888 3.3871 -4.1271
H -4.5109 2.7670 -2.7516
H -2.8742 -0.6054 -2.8826
H -3.5384 0.1620 -1.4227
H -1.8440 -0.2922 -1.4702
H -1.3526 0.8842 -4.9398
H -0.0483 1.0993 -3.7470
H -0.6760 2.4945 -4.6044